ORCA calculation (the ωB97M-V functional and the def2-TZVPD basis) on 5 unconnected molecules or ions with the total composition C33H75B2ClNO11 in a non-equilibrium geometry.

Calculated total energy (eV): -73316.8697
Gap between HOMO and LUMO (eV): 6.875

Geometry as ORCA input:
```
! wB97M-V def2-TZVPD RIJCOSX def2/J DEFGRID3
* xyz -1 1
H 6.41037 -0.68341 -5.25940
C -5.82341 5.51582 7.82578
C 1.36864 -3.29344 -0.96913
C -0.07656 -3.15428 -1.76590
H 5.51973 -6.85599 0.91319
H -3.68108 5.15125 7.76588
Cl 1.24844 -3.44333 0.89121
C 3.89001 -5.37125 -2.78241
H -5.17292 -2.41459 -1.48000
H -1.84720 0.86502 1.19306
H -6.01885 -0.04247 -1.19425
H 8.34916 -2.10021 -5.17330
H -1.54219 4.44128 4.68567
C 3.68309 -1.36283 -3.93066
H 8.35616 -1.51278 -2.14371
C 3.33327 -7.02564 -3.14802
C -7.34895 -0.92968 -3.38362
B 3.22984 -4.92314 -1.34466
H 7.87987 -3.35772 1.97638
B -1.25535 -3.54678 -0.68885
H -6.54478 5.88923 8.55945
C -1.73103 3.85974 3.77817
O -5.05860 -0.09326 -3.03389
H 0.40731 1.48936 3.16853
H -5.77453 -0.74502 -4.81676
H -1.69294 -2.59022 1.03836
C 7.57414 -3.54503 0.84879
C 5.04392 -2.25512 -4.13477
C 6.57315 -5.35935 -0.44714
H 2.09325 -3.11426 -3.82324
H -4.14724 6.59258 8.66638
C 7.79469 -2.14100 -4.12031
C 6.38109 -1.25599 -4.23725
H 3.57871 -4.71712 -3.70133
C -5.32501 4.62947 5.01123
H -5.51951 5.75645 0.10431
H 5.04093 -2.85015 -5.16970
C 3.85887 -5.54726 0.06086
H 0.48762 0.53330 -2.19712
O -2.37886 1.61303 3.00241
H -6.12158 4.48662 7.59618
H 5.28245 -3.00039 -3.26272
O -1.56740 -4.99401 -0.42458
H -2.16085 9.77602 -0.56333
H 4.07445 -4.62761 0.78002
H -3.75990 9.17164 -0.11422
H -3.87469 5.07589 0.10744
H 0.36070 1.39988 -0.52755
H -7.51637 -1.22961 -2.34566
H 9.63625 -2.14219 -3.03764
H 4.00006 -0.36004 -3.41698
H -5.35142 6.75434 4.77856
H -6.37591 4.47279 4.74721
H 3.30390 -1.08020 -5.02679
H 5.13789 -7.20752 -0.90046
O 7.39247 -5.01925 0.72723
H -0.26961 -2.04443 -2.15879
H -7.94139 -1.59164 -4.02280
H 7.53665 -3.24399 -3.80910
N 8.75969 -1.56360 -3.10766
H -4.40963 4.97737 9.36696
H 0.00169 -3.88946 -2.69396
C -2.71535 9.22889 0.20515
H -4.40767 6.28118 2.23290
C -1.40494 1.49923 1.96782
H 6.17449 -4.39017 -0.99482
C 5.28725 -6.33142 -0.13382
C -0.10245 0.86839 2.42700
C -2.11474 7.84888 0.41011
C -4.11464 6.83810 1.33732
H 2.03400 1.45868 -1.39301
C 1.70130 -7.10594 -3.73492
H -5.05254 3.86146 5.74082
C 2.67194 -2.47044 -1.60461
H 7.22742 -5.93071 -1.26575
H -2.57637 4.30481 3.24344
H -2.56986 -5.12251 -0.53245
H 3.42104 -0.22731 -1.31390
H -4.71051 4.47530 4.11904
O -2.02632 -2.52611 0.08247
H 6.62082 -2.92807 0.56512
O 2.18778 -7.56974 -2.23401
H 3.04470 -6.20198 0.63509
C -4.51132 -1.60245 -1.16521
H 8.46492 -3.14488 0.19161
H 0.57682 0.73387 1.57951
H 6.41857 -0.48822 -3.34510
H -2.68826 9.80388 1.13644
H -4.43580 -1.63735 -0.07412
H -4.36175 0.52898 -1.23226
H -4.22577 6.53721 -0.81284
H -4.68903 7.77122 1.35261
H -1.05846 7.96311 0.67675
H 3.23623 -1.26699 0.24882
H 1.12907 -6.07580 -3.74479
C -5.11451 6.02850 5.56400
C -5.87968 -1.00546 -3.75884
C -4.45365 6.00458 0.11437
C 2.71760 -1.02184 -0.79764
H -4.06637 6.19457 5.83180
H -2.87622 2.38125 4.81380
O 1.74072 -4.70142 -1.33228
H 1.50317 -1.41120 -3.26573
H -1.23006 2.47649 1.50386
H -5.49570 -2.02634 -3.65281
O 3.70260 -3.49716 -1.24108
C -2.02203 2.41073 4.12869
H -0.85150 3.95098 3.13438
O -2.72270 7.11498 1.47026
H 4.16793 -7.82216 -3.64082
C 1.10563 0.76950 -1.21192
C -5.03059 -0.24846 -1.61711
H -0.28735 -0.10603 2.88961
H -1.18185 1.95652 4.66318
O -5.96047 6.33741 6.66904
C -4.43638 5.56126 8.44171
H -2.13804 7.26573 -0.51579
C 2.43837 -2.15087 -3.20983
H -7.72281 0.09319 -3.49162
H -3.52332 -1.79961 -1.59374
H 1.44126 -8.01189 -4.43994
H 5.05544 -5.47695 -2.78528
O 1.38917 -0.47518 -0.47623
*
```

ORCA calculation (the ωB97M-V functional and the def2-TZVPD basis) on 5 unconnected molecules or ions with the total composition C33H75BFO2 in a non-equilibrium geometry.

Calculated total energy (eV): -42929.7274
Gap between HOMO and LUMO (eV): 6.419
Relative energy (zero: lowest compared OMol25 entry of this formula, charge and spin) (kJ/mol): 48.9

Geometry as ORCA input:
```
! wB97M-V def2-TZVPD RIJCOSX def2/J DEFGRID3
* xyz -1 1
C 4.30156 -1.37494 8.69892
H -1.02458 -1.09765 -6.16799
H -1.57319 -7.38841 -2.22271
C 0.31018 -0.13779 0.41467
H -2.16631 -6.01550 1.63631
H -4.46011 2.48187 -4.81103
O -0.17622 0.88380 2.36083
H -2.48456 -5.49281 -3.61227
H -5.44940 1.64184 -6.90619
H 2.84560 -0.83277 7.20652
H 1.18006 -2.14346 5.44533
H 3.87066 1.34412 2.24022
C 0.33138 5.05730 -1.38631
C 2.87456 -1.36946 8.15789
H 0.64206 -2.65274 0.88993
H 2.28155 5.92156 0.46381
F 3.08173 1.29864 0.39695
C 3.02054 -3.66620 6.99916
H -2.72778 -0.80696 -5.82875
H -1.52708 -0.62552 -4.54273
H -3.06671 3.47567 -7.50356
H 1.23573 -2.67211 7.68829
H 2.97085 3.44583 2.03730
H 2.59882 6.58888 -1.86280
C -4.12991 3.23301 -7.47711
H 2.23902 -0.80396 8.84444
H -2.21428 1.33846 1.40079
O -1.05627 -0.41742 0.53522
H 1.39356 2.83776 1.45978
H 4.02414 -3.88303 7.37841
H 2.18927 0.13106 3.37454
H 0.36846 -1.02742 2.36570
H 1.21998 -3.80614 4.84578
H 1.26314 -1.37871 -2.61430
C 0.46313 6.55335 -1.65409
H 2.08693 9.63387 1.10988
H 0.29633 6.74095 -2.71873
H 3.69808 -2.16304 5.59712
C -1.48053 -6.16349 0.79950
B -1.46825 0.42331 1.75792
H 4.34753 -1.87440 9.66955
H -4.64023 4.01013 -6.90427
H 2.26655 -3.26511 8.96753
C 2.28141 -2.76735 7.99170
C 2.87361 1.34037 1.78991
H 0.43526 4.81580 -0.32797
C -2.61338 -7.39520 -2.55872
H -1.48379 -7.22487 0.54048
H 0.15463 -2.94974 -0.80355
H 1.90797 2.67475 3.16698
H 3.72009 -3.79847 4.98014
C -3.91804 1.74500 -5.41201
C 1.05816 -1.01699 -0.52678
H -4.50118 3.27319 -8.50295
H 2.50263 -4.62978 6.95448
H -1.15257 -5.41972 -1.19523
H 1.89159 8.16132 -1.57839
C -1.87601 -5.28787 -0.38549
C 2.22266 2.66112 2.13192
H 1.08670 4.48949 -1.93316
C 1.21830 7.64585 1.16941
C -2.75077 -6.53177 -3.80945
C -2.41896 1.95216 -5.19200
C 1.83515 7.11023 -1.27690
C -4.37790 1.85722 -6.86488
H -2.14042 -0.33365 2.46982
H -3.44458 -7.68528 -0.59981
H 0.80969 0.73747 -3.43967
H -0.32709 7.09264 -1.12382
C 2.16820 0.10583 2.28700
H 2.71949 -0.77827 1.96660
H 2.12166 -0.79696 -0.50494
H -4.57550 -7.03529 -1.76216
H 4.98737 -1.88663 8.02209
H -2.15075 2.98263 -5.44395
H -2.09421 -6.89313 -4.60286
H -3.52850 -4.82433 -1.67275
C -1.71500 -0.46600 -5.60615
H 0.73821 9.41432 -0.01106
C 0.40953 0.61936 -2.43702
H -4.21239 0.76737 -5.02161
C 1.78537 -2.87391 4.90746
C -3.53715 -6.96704 -1.41972
H 1.54853 7.43991 2.19074
C 1.11248 9.15684 0.98109
H -3.89009 1.09222 -7.47537
C -3.29269 -5.55202 -0.89161
C 0.56355 -0.84235 -1.97596
H -1.66787 1.13157 -7.05226
H 0.22780 7.19427 1.07420
H -1.80661 -4.24058 -0.08485
C 0.72267 -0.09996 1.89033
C 2.19553 6.97957 0.20334
H -0.47586 -5.91207 1.14215
H -3.77608 -6.55349 -4.18546
H 1.83584 -3.01136 -0.39405
H -0.47625 1.27267 -5.77890
H 1.92479 -2.49709 3.89398
H -4.00051 -5.35725 -0.08009
H 0.36411 0.92194 0.12488
H -2.20685 1.84136 -4.12516
C 0.90031 -2.51149 -0.15220
H -0.65161 4.70014 -1.69561
H 0.97979 1.28760 -1.79904
H -0.42025 -1.29396 -2.00648
H -0.64077 0.87720 -2.38373
H 4.66926 -0.35577 8.82861
H -2.84272 -8.43282 -2.81951
C -1.51644 1.00096 -5.97585
H 0.42787 9.59046 1.71213
H 3.19241 7.40749 0.35583
C 3.13417 -3.10021 5.58443
*
```